1.
Formula: C2H2N2O2
Source: OMol25
Level of theory: the ωB97M-V functional and the def2-TZVPD basis

```
8
Properties=species:S:1:pos:R:3:forces:R:3
O -2.04666 -1.42179 0.67075 0.4 0.8 -0.1
C -1.58317 -0.36252 0.55648 -0.3 -0.1 0.1
N 0.60581 -0.73992 -0.21050 0.1 0.1 -0.1
C 0.90612 0.50318 -0.31345 -0.5 0.2 0.2
N 0.30696 1.61891 -0.08397 0.4 -0.5 -0.1
O -1.39636 0.81254 0.54183 0.0 -0.6 0.0
H 1.34198 -1.37647 -0.49200 -0.1 0.1 0.0
H 1.86532 0.96606 -0.66914 0.0 0.1 0.0
```
Forces are in eV/Å.

- LUMO level: -1.4 eV
- Net charge: 0
- F_max: 0.9 eV/Å
- E_HOMO: -9.8 eV

2.
Formula: C18H57O23P5
Source: OMol25
Level of theory: the ωB97M-V functional and the def2-TZVPD basis

```
103
Properties=species:S:1:pos:R:3:forces:R:3
C 1.48590 -0.15748 4.34543 0.2 -0.9 1.2
O 2.25386 -0.67157 3.15904 2.7 1.4 2.9
P 3.75019 -0.10117 2.84221 1.0 2.0 0.8
O 4.74501 0.15848 3.93250 -1.8 -1.4 -1.5
O 4.16168 -0.82616 1.49426 0.0 0.3 3.3
C 3.75668 -2.09835 1.16613 -1.5 -2.3 -1.9
O 3.34298 1.28124 2.15884 -0.4 1.2 0.9
C 4.37505 2.16061 1.73894 1.8 -0.2 -0.2
H 0.53215 0.28246 4.05402 0.8 -0.8 0.1
H 1.98914 0.58268 4.96753 0.6 -0.2 -0.4
H 1.20766 -1.01908 4.95233 0.5 -0.1 -0.1
H 3.72095 -1.97677 0.08352 1.2 -1.5 -0.1
H 2.71714 -2.40556 1.28054 -0.7 1.0 1.1
H 4.23827 -2.96162 1.62542 1.1 0.4 -0.4
H 5.31647 1.61150 1.72146 0.1 -0.2 -0.3
H 4.64144 2.97886 2.40797 -0.9 0.1 0.3
H 4.22699 2.52280 0.72159 -0.5 0.0 0.2
C -1.81378 -6.29626 -1.21673 -1.2 -2.1 0.9
O -1.69185 -5.00566 -1.66692 1.5 2.4 -1.0
P -0.29127 -4.63102 -2.31893 2.1 2.0 -0.3
O 0.85528 -5.46649 -1.89403 -1.3 0.2 -0.5
O -0.00936 -3.05499 -1.98003 -0.9 -1.4 -1.7
C 0.23161 -2.61054 -0.65939 -0.2 -1.8 -1.4
O -0.51722 -4.48720 -3.91275 0.2 0.1 1.3
C -1.49485 -3.53656 -4.34484 -1.1 0.1 -0.3
H -2.57289 -6.21478 -0.43877 -0.1 -0.6 0.0
H -0.91768 -6.76249 -0.80719 0.2 0.4 0.0
H -2.13606 -6.91641 -2.05318 -0.3 -0.3 0.2
H -0.58618 -1.92638 -0.43302 0.8 -2.0 0.7
H 1.15140 -2.02578 -0.67153 0.2 -0.9 -0.2
H 0.29472 -3.53274 -0.08175 0.0 0.7 0.1
H -1.29610 -3.20452 -5.36383 0.3 -0.4 0.0
H -1.59440 -2.62621 -3.75368 0.5 -0.2 0.4
H -2.47068 -4.02021 -4.30080 -0.1 0.0 -0.2
C 2.15360 0.27202 -0.11155 -0.3 1.0 -1.1
O 2.93950 1.05919 -0.96376 1.7 0.5 -0.6
P 4.19341 0.42977 -1.67829 0.5 0.2 -0.6
O 4.88777 -0.59059 -0.80334 -0.7 2.3 -3.4
O 5.07156 1.72855 -2.14334 -0.2 -2.4 1.1
C 4.57061 2.92368 -2.69563 0.0 1.0 0.9
O 3.50091 0.02525 -3.12196 0.1 0.7 0.8
C 4.42362 -0.34691 -4.18852 0.5 -0.1 1.7
H 2.06269 0.78047 0.84830 0.0 -0.2 -0.7
H 2.47615 -0.75569 0.05542 0.2 0.5 -0.5
H 1.15853 0.23363 -0.55477 2.3 1.6 -1.4
H 3.48428 3.01308 -2.69927 0.0 -0.5 -0.5
H 5.06370 3.14106 -3.64310 -0.3 -0.3 -0.1
H 4.89455 3.68492 -1.98595 0.1 0.3 -0.1
H 4.95515 -1.07888 -3.58042 0.9 -0.7 -1.6
H 5.08242 0.47806 -4.45962 0.0 0.1 0.2
H 3.94743 -0.68117 -5.11025 -0.4 -0.3 0.6
C -6.01249 1.70386 0.12537 -0.9 -0.1 0.4
O -5.52308 0.58638 -0.65483 1.0 0.5 -0.8
P -4.21063 0.79556 -1.59730 0.8 -1.7 1.7
O -4.09412 2.17170 -2.05405 0.3 0.0 -0.3
O -3.01741 0.08944 -0.69418 -1.7 1.1 -4.7
C -1.67933 -0.09999 -1.16762 -0.7 -0.5 -2.1
O -4.25181 -0.37488 -2.68282 0.3 0.7 1.8
C -5.40831 -0.59724 -3.38511 -1.3 -0.4 -2.9
H -7.00319 2.05651 -0.16141 -0.1 -0.5 -0.7
H -5.40969 2.61156 0.09698 0.4 -0.2 -0.2
H -6.13565 1.33406 1.14330 0.3 0.1 -0.1
H -1.56664 -0.12952 -2.25138 -0.4 0.8 -0.3
H -1.38466 -1.12856 -0.95949 -1.2 0.7 -0.4
H -0.93575 0.53553 -0.68668 -0.9 0.7 -0.9
H -6.21471 0.13070 -3.29605 0.2 0.2 0.5
H -5.83891 -1.59236 -3.27372 0.2 -0.1 0.6
H -5.09545 -0.54835 -4.42810 -0.3 0.0 -0.3
C -2.45843 5.44968 2.67300 1.4 0.7 -0.2
O -1.57441 4.29145 2.49236 0.1 -0.9 -1.6
P -1.20251 3.49119 1.06379 -1.0 -0.3 0.8
O -2.36990 3.20025 0.18122 1.6 1.2 1.1
O -0.38242 2.10050 1.44305 -0.7 2.7 0.3
C -0.08158 1.59761 2.76352 -0.9 2.8 0.5
O 0.01616 4.25486 0.39122 0.6 1.3 0.1
C 0.11422 5.69969 0.20251 -1.7 0.5 0.2
H -3.27098 5.60834 1.96400 -0.1 -0.9 0.1
H -1.84627 6.34552 2.56893 0.4 0.0 -0.4
H -2.73480 5.55229 3.72237 -0.4 -0.9 -0.2
H -0.67746 0.76603 3.13968 -0.2 0.1 -1.1
H -0.43398 2.45206 3.34131 0.7 -0.2 1.0
H 0.97378 1.37367 2.91895 -0.2 0.9 -1.0
H 0.48529 6.28809 1.04168 0.8 -0.9 0.3
H -0.88195 6.13755 0.13903 -0.4 -0.3 -0.4
H 0.59790 6.01840 -0.72084 0.3 -0.9 0.1
C 0.06629 -0.39920 0.75166 -1.4 -1.1 2.9
O 0.32700 -1.05060 2.03350 -1.4 2.4 -2.3
H 0.68531 -0.74036 -0.07811 -2.0 -1.2 2.3
H -0.97425 -0.59726 0.49445 1.0 -0.1 1.8
H 0.24835 0.67459 0.70782 -0.7 -1.0 0.8
H 1.01279 -0.63172 2.55869 -0.4 -0.1 -1.7
C -0.04890 -3.32507 2.18579 -0.6 -2.5 -0.3
O -0.93971 -4.40536 1.66668 0.5 1.3 0.6
H 0.46825 -2.90075 1.32521 0.0 -0.5 1.4
H -0.51740 -2.49272 2.71097 -0.9 -1.3 -0.3
H 0.62406 -3.84584 2.86699 0.4 0.3 0.1
H -0.30850 -5.08168 1.41018 -0.1 -0.3 -0.1
C -2.65853 0.68755 1.37343 0.9 -1.6 1.7
O -3.85226 1.30193 1.75753 -0.1 0.5 1.0
H -2.93354 -0.29935 1.00129 0.5 0.2 0.7
H -2.04091 1.29014 0.70745 -1.2 -0.9 0.3
H -1.95647 0.41536 2.16155 -1.0 0.6 1.0
H -4.16082 1.86959 1.04749 0.6 0.1 0.2
```
Forces are in eV/Å.

- LUMO level: 0.3 eV
- Net charge: 0
- F_max: 5.1 eV/Å
- E_HOMO: -8.8 eV
- SMILES: COP(=O)(OC)OC.COP(=O)(OC)OC.COP(=O)(OC)OC.COP(=O)(OC)OC.COP(=O)(OC)OC.CO.CO.CO

3.
Formula: C21H24N4O2S
Source: OMol25
Level of theory: the ωB97M-V functional and the def2-TZVPD basis

```
52
Properties=species:S:1:pos:R:3:forces:R:3
C -7.17237 -1.67049 -0.62900 0.2 0.0 0.2
C -5.78872 -1.75844 0.00222 -0.1 0.2 -0.3
C -4.82898 -0.74425 -0.61906 0.0 -0.4 0.2
N -3.47912 -0.90603 -0.10863 0.0 0.0 -0.2
C -3.27238 -0.38587 1.23653 0.3 0.0 0.2
C -2.59182 0.98008 1.24688 -0.4 -0.1 0.2
N -1.27093 0.87474 0.64191 0.0 -0.1 0.3
C -0.56816 2.02691 0.53188 0.2 0.4 0.1
N -1.20091 3.13783 0.92585 -0.2 -0.5 0.1
C -0.66756 4.31226 0.65798 0.2 0.3 -0.2
N 0.43347 4.53821 -0.02592 0.2 0.6 -0.1
C 1.13751 3.44780 -0.29714 -0.1 -0.5 0.0
S 2.69042 3.50677 -1.06873 -0.2 -0.2 0.2
C 2.89258 1.81392 -0.80204 -0.2 0.1 0.0
C 1.83730 1.21172 -0.19559 0.4 -0.3 -0.2
C 1.88591 -0.20371 0.29737 0.3 0.1 0.4
C 3.19626 -0.52866 1.03011 -0.3 0.4 -0.2
O 3.12458 -1.82000 1.58457 -0.1 -0.4 0.0
C 2.64755 -2.76120 0.70615 0.0 0.0 -0.1
C 2.82602 -4.10463 1.01106 0.0 0.2 0.0
C 2.38450 -5.08055 0.13896 0.0 0.0 0.1
C 1.76933 -4.72364 -1.05064 -0.1 0.0 -0.1
C 1.56896 -3.39109 -1.35408 0.1 0.1 0.1
C 1.99611 -2.40285 -0.47654 -0.1 -0.1 0.1
O 1.74655 -1.09269 -0.80107 0.1 -0.2 -0.2
C 0.76512 2.13148 0.04049 -0.1 0.6 -0.1
C -1.14417 -0.20960 -0.31472 -0.1 -0.3 -0.4
C -2.47404 -0.40911 -1.03546 0.1 -0.1 -0.1
H -7.12062 -1.87659 -1.69575 -0.1 0.0 -0.1
H -7.84584 -2.39135 -0.17226 -0.1 0.0 0.0
H -7.59166 -0.67560 -0.49328 -0.1 0.1 0.0
H -5.37391 -2.75669 -0.14267 0.1 0.0 0.1
H -5.87147 -1.58770 1.07669 0.1 0.0 0.1
H -4.79370 -0.92245 -1.69692 0.0 0.1 0.0
H -5.21222 0.27906 -0.46221 0.0 0.0 -0.1
H -4.23209 -0.30558 1.74714 0.1 0.0 0.0
H -2.65829 -1.10096 1.79576 -0.1 0.1 0.1
H -2.47202 1.34878 2.26799 -0.1 0.0 -0.1
H -3.20152 1.71295 0.70401 0.0 -0.1 0.1
H -1.21921 5.17930 0.99465 0.0 0.1 0.1
H 3.81482 1.35983 -1.10456 0.2 -0.2 0.0
H 1.06827 -0.37194 1.01412 0.1 0.0 -0.1
H 3.36546 0.16063 1.85863 0.0 0.0 -0.1
H 4.03380 -0.46952 0.32330 0.0 0.0 0.1
H 3.31973 -4.35539 1.93626 0.1 0.0 0.1
H 2.52898 -6.12112 0.38465 0.0 -0.1 0.0
H 1.43545 -5.48406 -1.73931 0.0 -0.1 -0.1
H 1.08017 -3.08677 -2.26588 -0.1 0.0 -0.1
H -0.88312 -1.14526 0.19021 0.1 0.0 -0.1
H -0.36567 0.02738 -1.04008 -0.1 -0.1 0.1
H -2.77132 0.54699 -1.50130 0.0 0.0 0.0
H -2.34747 -1.14826 -1.83270 0.0 0.1 0.0
```
Forces are in eV/Å.

- LUMO level: 0.6 eV
- Net charge: 0
- F_max: 0.7 eV/Å
- E_HOMO: -8.2 eV
- SMILES: CCCN1CCN(c2ncnc3scc([C@@H]4COc5ccccc5O4)c23)CC1

Ordered energy above the lowest of the compared OMol25 structures with the same formula, charge and spin results: 3.722; 14.688; 2.725; unit eV.